H8O4 | ωB97M-V/def2-TZVPD

The value obtained for the HOMO energy is -11.08 eV. The energy above the lowest of the compared OMol25 structures with the same formula, charge and spin comes out at 17.6 kcal per mole. The value obtained for the orbital gap is 0.422 Eh.

ORCA input file:
```
! RIJCOSX wB97M-V def2-TZVPD def2/J DEFGRID3
* xyz 0 1
O -0.083 -0.744 -2.383
H -0.281 -1.165 -1.540
H 0.683 -0.198 -2.186
O -1.080 3.141 -0.419
H -1.959 3.330 -0.761
H -0.767 2.402 -0.953
O 1.447 -1.823 2.066
H 1.428 -2.766 1.874
H 2.255 -1.500 1.654
O -0.618 -0.298 0.503
H -0.050 -0.796 1.108
H -0.975 0.419 1.035
*
```